Entry 1:
DFT (the ωB97M-V functional and the def2-TZVPD basis) results for a 2-piece molecular cluster, C5H12NOS overall.

- ΔE to the lowest compared entry with this formula, charge and spin (eV) = 1.032
- total charge = -1
- DFT total energy (a.u.) = -725.9167
- frontier orbital gap (eV) = 6.673
- max |F| (eV/Å) = 0.60
- HOMO energy (eV) = -2.8

Each line ends with the natural charge from an NBO analysis.
Positions of all 20 atoms, in Å:
C (-2.338, -1.949, -0.416)  -0.222
C (-1.192, -1.969, -1.441)  -0.528
S (0.010, -0.626, -1.196)  -0.729
N (-3.039, -0.667, -0.367)  -0.876
H (-1.924, -2.175, 0.571)  0.166
H (-3.036, -2.756, -0.676)  0.155
H (-1.659, -1.856, -2.429)  0.163
H (-0.713, -2.951, -1.426)  0.176
H (-3.824, -0.659, -1.003)  0.332
H (-2.355, 0.032, -0.654)  0.385
O (3.490, 0.907, 1.426)  -0.568
C (2.458, 1.209, 0.871)  0.468
C (1.128, 1.270, 1.546)  -0.544
C (0.226, 2.359, 0.960)  -0.611
H (2.465, 1.447, -0.211)  0.112
H (1.248, 1.367, 2.625)  0.199
H (0.653, 0.307, 1.320)  0.290
H (0.687, 3.348, 1.037)  0.179
H (-0.761, 2.353, 1.416)  0.212
H (0.087, 2.139, -0.100)  0.240

Entry 2:
DFT (the ωB97M-V functional and the def2-TZVPD basis) results for an isolated ion of composition C5H12NS and charge -1 at a distorted geometry.

- ΔE to the lowest compared entry with this formula, charge and spin (eV) = 3.139
- total charge = -1
- DFT total energy (a.u.) = -650.5605
- frontier orbital gap (eV) = 5.374
- max |F| (eV/Å) = 5.39
- HOMO energy (eV) = -2.0
- SMILES = CCNCCC[S-]

Each line ends with the natural charge from an NBO analysis.
Positions of all 19 atoms, in Å:
C (-1.279, -0.062, -0.607)  -0.461
C (-2.415, 0.615, -1.453)  -0.564
S (-3.111, -0.142, -2.948)  -0.727
C (0.228, 0.219, -0.962)  -0.261
N (1.262, -0.496, -0.226)  -0.632
C (1.382, -0.585, 1.150)  -0.227
C (2.143, 0.268, 2.114)  -0.612
H (-1.531, 0.221, 0.440)  0.182
H (-1.382, -1.139, -0.936)  0.206
H (-3.398, 0.582, -1.018)  0.216
H (-2.303, 1.749, -1.536)  0.158
H (0.203, -0.171, -2.056)  0.205
H (0.155, 1.209, -1.276)  0.199
H (1.070, -1.507, -0.650)  0.366
H (1.841, -1.490, 1.457)  0.182
H (0.378, -0.851, 1.478)  0.163
H (1.908, 1.287, 1.812)  0.199
H (3.213, 0.242, 2.126)  0.199
H (1.634, 0.050, 3.090)  0.211

Entry 3:
DFT (the ωB97M-V functional and the def2-TZVPD basis) results for a 2-piece molecular cluster, C5H12NS overall at a distorted geometry.

- ΔE to the lowest compared entry with this formula, charge and spin (eV) = 1.125
- total charge = 0
- DFT total energy (a.u.) = -650.5495
- frontier orbital gap (spin up / spin down) (eV) = 10.131 / 6.986
- max |F| (eV/Å) = 2.30
- HOMO energy (spin up / spin down) (eV) = -9.2 / -8.9
- spin multiplicity = 2

Each line ends with the natural charge from an NBO analysis.
Positions of all 19 atoms, in Å:
C (0.117, -2.540, 0.435)  -0.619
C (0.085, -1.993, 1.846)  -0.601
S (1.722, -1.400, 2.276)  0.123
H (0.855, -3.321, 0.378)  0.217
H (0.495, -1.760, -0.283)  0.216
H (-0.887, -2.939, 0.136)  0.210
H (-0.235, -2.864, 2.478)  0.244
H (-0.723, -1.260, 1.972)  0.213
N (-0.758, 1.523, -2.372)  -0.847
C (-0.698, 2.192, -1.051)  -0.251
C (1.270, 1.428, 0.312)  -0.369
C (-0.020, 1.226, -0.050)  -0.197
H (-1.326, 2.074, -3.045)  0.357
H (-1.109, 0.577, -2.329)  0.355
H (-1.707, 2.536, -0.748)  0.175
H (-0.065, 3.119, -1.216)  0.189
H (1.723, 0.736, 0.975)  0.192
H (1.907, 2.188, -0.156)  0.201
H (-0.646, 0.479, 0.443)  0.194

Entry 4:
DFT (the ωB97M-V functional and the def2-TZVPD basis) results for a 2-piece molecular cluster, C5H12NS overall at a distorted geometry.

- ΔE to the lowest compared entry with this formula, charge and spin (eV) = 3.833
- total charge = +1
- DFT total energy (a.u.) = -650.2739
- frontier orbital gap (spin up / spin down) (eV) = 6.447 / 9.351
- max |F| (eV/Å) = 1.32
- HOMO energy (spin up / spin down) (eV) = -13.1 / -14.0

Each line ends with the natural charge from an NBO analysis.
Positions of all 19 atoms, in Å:
C (1.748, -0.611, -0.678)  -0.423
C (1.547, -0.709, 0.844)  -0.414
C (0.333, -0.369, -1.244)  -0.262
C (0.282, 0.118, 1.055)  -0.248
C (-2.125, 1.846, -0.261)  -0.284
N (-0.551, -0.271, -0.079)  -0.368
S (-1.586, -1.598, 0.069)  0.408
H (2.397, 0.228, -0.917)  0.232
H (2.190, -1.517, -1.081)  0.246
H (1.379, -1.741, 1.153)  0.224
H (2.393, -0.311, 1.399)  0.251
H (0.286, 0.560, -1.812)  0.240
H (-0.002, -1.175, -1.893)  0.234
H (-0.221, -0.057, 2.004)  0.233
H (0.517, 1.177, 0.957)  0.227
H (-2.728, 1.519, 0.566)  0.188
H (-1.358, 2.578, -0.106)  0.189
H (-2.435, 1.624, -1.264)  0.195
H (-2.066, -1.291, 1.289)  0.134

Entry 5:
DFT (the ωB97M-V functional and the def2-TZVPD basis) results for C5H12NS as an isolated structure at a distorted geometry.

- ΔE to the lowest compared entry with this formula, charge and spin (eV) = 3.086
- total charge = +1
- DFT total energy (a.u.) = -650.3014
- frontier orbital gap (eV) = 8.790
- max |F| (eV/Å) = 4.45
- HOMO energy (eV) = -12.9

Each line ends with the natural charge from an NBO analysis.
Positions of all 19 atoms, in Å:
C (1.917, -0.214, 0.020)  -0.079
C (2.571, -1.465, -0.459)  -0.729
C (-1.025, -1.039, 0.620)  -0.659
C (-1.515, 1.999, -0.467)  -0.418
C (-0.115, -0.082, -0.210)  -0.054
N (-0.364, 1.333, 0.187)  -0.551
S (2.469, 1.139, 0.490)  0.199
H (3.383, -1.121, -1.024)  0.263
H (3.040, -2.113, 0.304)  0.283
H (1.893, -2.041, -1.144)  0.245
H (-2.005, -1.178, 0.295)  0.239
H (-0.988, -0.685, 1.718)  0.222
H (-0.501, -2.058, 0.552)  0.255
H (-1.383, 2.242, -1.528)  0.246
H (-2.368, 1.297, -0.166)  0.228
H (-1.631, 2.900, 0.096)  0.227
H (-0.114, -0.067, -1.239)  0.202
H (0.483, 1.880, -0.153)  0.445
H (-0.623, 1.470, 1.152)  0.437

Entry 6:
DFT (the ωB97M-V functional and the def2-TZVPD basis) results for a 2-piece molecular cluster, C5H12O overall at a distorted geometry.

- ΔE to the lowest compared entry with this formula, charge and spin (eV) = 0.961
- total charge = -1
- DFT total energy (a.u.) = -272.8447
- frontier orbital gap (spin up / spin down) (eV) = 3.064 / 9.572
- max |F| (eV/Å) = 2.82
- HOMO energy (spin up / spin down) (eV) = 1.1 / -5.7
- spin multiplicity = 2

Each line ends with the natural charge from an NBO analysis.
Positions of all 18 atoms, in Å:
C (-1.883, -0.333, 0.537)  -0.642
C (-0.471, 0.107, 0.929)  -0.564
C (0.594, -0.603, 0.149)  0.037
C (0.407, -1.525, -0.786)  -0.456
C (2.045, -0.242, 0.277)  -0.728
H (-1.899, -1.444, 0.822)  0.171
H (-1.844, -0.288, -0.578)  0.238
H (-2.728, -0.005, 1.152)  0.214
H (-0.425, -0.047, 2.030)  0.196
H (-0.293, 1.139, 0.709)  0.180
H (1.189, -1.751, -1.446)  0.186
H (-0.583, -1.985, -0.843)  0.185
H (2.174, 0.154, 1.294)  0.202
H (2.264, 0.518, -0.500)  0.223
H (2.816, -1.071, 0.232)  0.198
H (-0.333, 2.356, -0.533)  0.354
H (-0.462, 2.899, -1.996)  0.360
O (-0.568, 2.121, -1.448)  -1.355

Entry 7:
DFT (the ωB97M-V functional and the def2-TZVPD basis) results for a 2-piece molecular cluster, C5H12O overall at a distorted geometry.

- ΔE to the lowest compared entry with this formula, charge and spin (eV) = 1.960
- total charge = -1
- DFT total energy (a.u.) = -272.8080
- frontier orbital gap (spin up / spin down) (eV) = 1.940 / 5.031
- max |F| (eV/Å) = 2.19
- HOMO energy (spin up / spin down) (eV) = 1.0 / -2.2
- spin multiplicity = 2

Each line ends with the natural charge from an NBO analysis.
Positions of all 18 atoms, in Å:
C (0.033, -1.336, 2.298)  -0.658
C (0.922, -0.454, 1.513)  -0.147
C (0.348, 0.266, 0.459)  -0.515
C (1.034, 0.251, -0.869)  -0.666
C (2.251, -0.194, 2.179)  -0.720
H (-0.636, -1.908, 1.663)  0.203
H (0.615, -1.924, 3.029)  0.185
H (-0.621, -0.710, 3.006)  0.127
H (-0.750, 0.529, 0.432)  0.157
H (1.366, 1.240, -1.163)  0.177
H (0.437, -0.191, -1.681)  0.168
H (1.951, -0.388, -0.980)  0.178
H (2.711, -1.165, 2.325)  0.181
H (2.930, 0.314, 1.491)  0.213
H (1.815, 0.212, 3.151)  0.165
H (-4.280, 1.791, -4.974)  0.446
H (-4.137, 0.451, -4.454)  0.449
O (-3.656, 1.291, -4.427)  -0.943

Entry 8:
DFT (the ωB97M-V functional and the def2-TZVPD basis) results for the molecule C5H12O.

- ΔE to the lowest compared entry with this formula, charge and spin (eV) = 0.930
- total charge = 0
- DFT total energy (a.u.) = -272.9145
- frontier orbital gap (eV) = 10.844
- max |F| (eV/Å) = 0.73
- HOMO energy (eV) = -9.7
- SMILES = CCCOCC

Each line ends with the natural charge from an NBO analysis.
Positions of all 18 atoms, in Å:
C (-1.439, -1.789, -1.238)  -0.602
C (-1.424, -1.056, 0.100)  -0.420
C (-0.049, -0.454, 0.333)  -0.063
O (-0.126, 0.756, 1.041)  -0.528
C (1.090, 1.456, 0.902)  -0.064
C (1.441, 1.865, -0.570)  -0.654
H (-2.396, -2.277, -1.435)  0.212
H (-0.654, -2.552, -1.274)  0.200
H (-1.243, -1.086, -2.055)  0.201
H (-1.695, -1.728, 0.920)  0.201
H (-2.156, -0.242, 0.099)  0.214
H (0.631, -1.158, 0.840)  0.158
H (0.417, -0.221, -0.627)  0.160
H (1.905, 0.845, 1.328)  0.156
H (0.980, 2.343, 1.544)  0.194
H (2.521, 2.017, -0.655)  0.214
H (0.930, 2.791, -0.836)  0.211
H (1.203, 1.169, -1.394)  0.211

Entry 9:
DFT (the ωB97M-V functional and the def2-TZVPD basis) results for C5H12O as an isolated structure at a distorted geometry.

- ΔE to the lowest compared entry with this formula, charge and spin (eV) = 3.514
- total charge = 0
- DFT total energy (a.u.) = -272.8195
- frontier orbital gap (eV) = 10.152
- max |F| (eV/Å) = 6.26
- HOMO energy (eV) = -9.3

Each line ends with the natural charge from an NBO analysis.
Positions of all 18 atoms, in Å:
C (-1.463, 2.615, -0.212)  -0.604
C (-0.489, 1.719, -0.931)  -0.407
C (-0.148, 0.471, -0.177)  -0.038
O (0.748, -0.256, -0.934)  -0.822
C (1.445, -2.203, 1.208)  -0.360
C (0.735, -3.025, 0.416)  -0.406
H (-1.699, 3.522, -0.775)  0.213
H (-1.044, 2.901, 0.760)  0.198
H (-2.418, 2.106, -0.031)  0.199
H (0.453, 2.246, -1.121)  0.202
H (-0.913, 1.457, -1.907)  0.202
H (0.295, 0.718, 0.802)  0.139
H (-1.087, -0.077, 0.011)  0.136
H (0.948, -1.573, 1.935)  0.214
H (2.520, -2.345, 1.279)  0.202
H (1.114, -3.976, 0.058)  0.212
H (1.346, -1.385, -0.741)  0.516
H (-0.343, -2.914, 0.360)  0.204

Entry 10:
DFT (the ωB97M-V functional and the def2-TZVPD basis) results for a 2-piece molecular cluster, C5H12O overall.

- ΔE to the lowest compared entry with this formula, charge and spin (eV) = 3.790
- total charge = 0
- DFT total energy (a.u.) = -272.8094
- frontier orbital gap (eV) = 10.239
- max |F| (eV/Å) = 0.36
- HOMO energy (eV) = -9.4

Each line ends with the natural charge from an NBO analysis.
Positions of all 18 atoms, in Å:
C (-0.333, 0.463, -1.830)  -0.611
C (0.391, 0.187, -0.516)  -0.292
C (0.785, 1.502, 0.178)  -0.607
C (-0.503, -0.594, 0.451)  0.402
C (0.164, -1.129, 1.702)  -0.678
O (-1.769, -0.221, 0.559)  -0.805
H (-0.614, -0.472, -2.331)  0.209
H (-1.246, 1.035, -1.642)  0.230
H (0.308, 1.031, -2.514)  0.213
H (1.297, -0.405, -0.701)  0.205
H (1.418, 1.336, 1.057)  0.209
H (1.345, 2.137, -0.518)  0.218
H (-0.110, 2.049, 0.494)  0.225
H (-0.631, -1.877, -0.355)  -0.043
H (-0.473, -1.871, 2.188)  0.236
H (0.255, -0.277, 2.388)  0.241
H (1.159, -1.545, 1.513)  0.217
H (-1.445, -1.349, -0.123)  0.431

Entry 11:
DFT (the ωB97M-V functional and the def2-TZVPD basis) results for a 2-piece molecular cluster, C5H12O overall.

- ΔE to the lowest compared entry with this formula, charge and spin (eV) = 1.500
- total charge = 0
- DFT total energy (a.u.) = -272.8935
- frontier orbital gap (eV) = 9.783
- max |F| (eV/Å) = 0.40
- HOMO energy (eV) = -8.8
- SMILES = C/C=C/C.CO

Each line ends with the natural charge from an NBO analysis.
Positions of all 18 atoms, in Å:
C (0.818, -0.943, 1.834)  -0.645
C (-0.105, 0.060, 1.199)  -0.213
C (1.460, 0.340, -1.355)  -0.248
C (-1.089, -0.264, 0.366)  -0.161
C (-1.984, 0.728, -0.327)  -0.653
O (0.524, -0.642, -1.747)  -0.717
H (0.529, -1.143, 2.871)  0.216
H (0.803, -1.889, 1.282)  0.216
H (1.858, -0.593, 1.854)  0.207
H (0.072, 1.114, 1.421)  0.185
H (1.007, 1.270, -0.978)  0.165
H (2.044, -0.088, -0.535)  0.184
H (2.135, 0.585, -2.182)  0.165
H (-1.275, -1.316, 0.154)  0.197
H (-2.398, 0.333, -1.262)  0.207
H (-1.458, 1.660, -0.567)  0.207
H (-2.829, 0.978, 0.322)  0.224
H (-0.131, -0.238, -2.326)  0.464

Entry 12:
DFT (the ωB97M-V functional and the def2-TZVPD basis) results for the molecule C5H12O.

- ΔE to the lowest compared entry with this formula, charge and spin (eV) = 0.296
- total charge = 0
- DFT total energy (a.u.) = -272.9378
- frontier orbital gap (eV) = 11.216
- max |F| (eV/Å) = 0.47
- HOMO energy (eV) = -10.3
- SMILES = CC(C)CCO

Each line ends with the natural charge from an NBO analysis.
Positions of all 18 atoms, in Å:
C (-1.517, -1.230, -0.199)  -0.608
C (-0.131, -0.697, -0.570)  -0.212
C (0.940, -1.762, -0.333)  -0.600
C (0.200, 0.602, 0.173)  -0.418
C (-0.640, 1.790, -0.284)  -0.056
O (0.114, 2.970, -0.067)  -0.721
H (-2.300, -0.476, -0.346)  0.205
H (-1.540, -1.532, 0.856)  0.202
H (-1.780, -2.105, -0.803)  0.209
H (-0.133, -0.462, -1.646)  0.189
H (0.956, -2.078, 0.718)  0.201
H (1.937, -1.381, -0.584)  0.209
H (0.754, -2.650, -0.947)  0.207
H (0.094, 0.454, 1.257)  0.201
H (1.248, 0.870, -0.008)  0.218
H (-1.596, 1.832, 0.259)  0.156
H (-0.879, 1.673, -1.355)  0.151
H (-0.377, 3.709, -0.444)  0.467

Entry 13:
DFT (the ωB97M-V functional and the def2-TZVPD basis) results for a 2-piece molecular cluster, C5H12O overall at a distorted geometry.

- ΔE to the lowest compared entry with this formula, charge and spin (eV) = 3.839
- total charge = 0
- DFT total energy (a.u.) = -272.8076
- frontier orbital gap (spin up / spin down) (eV) = 7.986 / 8.205
- max |F| (eV/Å) = 1.02
- HOMO energy (spin up / spin down) (eV) = -7.0 / -7.2

Each line ends with the natural charge from an NBO analysis.
Positions of all 18 atoms, in Å:
C (-1.994, 0.389, -1.624)  -0.598
C (-1.870, 0.061, -0.133)  -0.463
C (-0.572, -0.608, 0.170)  0.080
O (-0.022, -0.417, 1.327)  -0.360
C (1.085, -0.919, 1.793)  -0.168
C (2.235, 1.065, -0.276)  -0.855
H (-2.984, 0.795, -1.855)  0.211
H (-1.856, -0.511, -2.235)  0.202
H (-1.241, 1.121, -1.933)  0.208
H (-2.723, -0.571, 0.162)  0.202
H (-1.943, 0.979, 0.462)  0.217
H (-0.114, -1.347, -0.486)  0.155
H (1.249, 0.599, -0.377)  0.208
H (1.660, -1.594, 1.169)  0.153
H (1.417, -0.516, 2.736)  0.175
H (3.008, 0.298, -0.192)  0.211
H (2.248, 1.688, 0.621)  0.214
H (2.415, 1.679, -1.160)  0.208